Density functional theory data (ωB97M-V/def2-TZVPD) for 11 unconnected molecules or ions with the total composition C57H58F8O3 at a distorted geometry.

Geometry as XYZ:
```
126
Properties=species:S:1:pos:R:3
F 13.1281 15.6399 -31.9696
C 13.8231 15.0659 -30.9698
C 14.8705 15.7473 -30.4052
C 15.5064 15.2425 -29.2471
C 15.0789 14.0034 -28.7419
C 14.0357 13.3286 -29.2972
C 13.4143 13.8522 -30.4927
H 14.9816 16.7887 -30.6692
H 16.3922 15.7131 -28.8469
H 15.3842 13.6304 -27.7754
H 13.8080 12.4196 -28.7603
H 12.6054 13.3911 -31.0400
F 15.1287 8.0330 -28.1483
C 15.2058 7.2045 -27.0666
C 15.7255 5.9465 -27.2106
C 15.7410 5.0730 -26.1418
C 15.3250 5.4681 -24.8862
C 14.8807 6.7505 -24.6799
C 14.7156 7.6159 -25.7956
H 15.9139 5.5960 -28.2146
H 16.0779 4.0762 -26.3854
H 15.3718 4.7590 -24.0729
H 14.5402 6.9886 -23.6830
H 14.2922 8.5970 -25.6391
F 11.6123 11.4191 -29.2444
C 11.3233 10.1704 -28.8056
C 12.2769 9.1399 -28.8618
C 11.9654 7.8317 -28.4568
C 10.7750 7.6152 -27.8487
C 9.7839 8.6495 -27.7917
C 10.0499 9.9699 -28.3103
H 13.2556 9.3099 -29.2856
H 12.5154 6.9172 -28.6227
H 10.5410 6.5853 -27.6227
H 8.8328 8.4392 -27.3254
H 9.3182 10.7532 -28.4422
F 12.5363 16.9878 -28.5348
C 11.8056 15.9278 -28.0211
C 12.2600 15.2562 -26.9431
C 11.4584 14.1704 -26.5093
C 10.2438 13.8600 -27.1400
C 9.8085 14.6559 -28.1914
C 10.6138 15.6785 -28.6416
H 13.2182 15.6051 -26.5873
H 11.8545 13.4378 -25.8217
H 9.7579 12.9426 -26.8421
H 8.8692 14.4234 -28.6709
H 10.2693 16.3564 -29.4085
F 10.6433 6.3194 -31.6213
C 9.4029 6.8081 -31.6302
C 8.4433 6.1981 -32.4184
C 7.2026 6.7038 -32.5981
C 6.8891 7.9536 -31.9653
C 7.8485 8.5617 -31.1426
C 9.1344 7.9769 -31.0033
H 8.6754 5.2518 -32.8844
H 6.5172 6.1467 -33.2197
H 5.9658 8.4936 -32.1148
H 7.6408 9.5525 -30.7663
H 9.9256 8.4544 -30.4443
F 16.9331 8.3179 -34.0596
C 16.0237 9.0809 -33.3615
C 16.4507 9.8925 -32.3175
C 15.5213 10.4841 -31.4714
C 14.1066 10.3018 -31.7697
C 13.7056 9.5355 -32.8816
C 14.6622 8.9577 -33.6891
H 17.5082 10.0856 -32.2130
H 15.8059 11.0596 -30.6030
H 13.3139 10.7478 -31.1875
H 12.6604 9.3015 -33.0199
H 14.3317 8.3234 -34.4983
F 3.7581 6.8531 -25.0265
C 4.4372 8.0307 -24.7603
C 4.1282 8.7736 -23.6452
C 4.8563 9.9702 -23.4359
C 5.9699 10.2742 -24.2213
C 6.2996 9.4350 -25.2813
C 5.5224 8.3107 -25.5585
H 3.1985 8.5826 -23.1299
H 4.5426 10.6505 -22.6580
H 6.5404 11.1307 -23.8936
H 7.1044 9.6668 -25.9631
H 5.7968 7.7096 -26.4128
F 8.6993 4.2352 -26.8969
C 7.4438 4.4847 -27.2714
C 6.5365 3.6789 -26.6625
C 5.1909 4.0192 -26.7558
C 4.8122 5.0516 -27.5783
C 5.7070 5.7156 -28.3591
C 7.0768 5.4338 -28.2096
H 6.8706 2.8597 -26.0431
H 4.5023 3.4467 -26.1521
H 3.7691 5.3311 -27.5916
H 5.3016 6.4593 -29.0291
H 7.8607 5.9361 -28.7571
C 12.2264 3.8710 -27.3519
C 12.4214 2.3908 -27.2237
O 11.5439 1.4651 -27.1122
C 13.8602 1.9188 -27.5920
H 11.2985 4.1341 -26.8442
H 12.1480 4.0892 -28.4170
H 13.0161 4.4714 -26.9000
H 14.5686 2.2473 -26.8314
H 14.1960 2.2429 -28.5770
H 13.8714 0.8310 -27.5237
C 13.3158 5.1196 -32.7026
C 13.7230 5.5038 -31.3011
O 13.6060 4.6979 -30.3741
C 14.4490 6.7527 -31.0503
H 12.8300 4.1464 -32.7726
H 14.1781 4.9774 -33.3540
H 12.7172 5.8860 -33.1949
H 15.1090 7.0780 -31.8545
H 15.0882 6.7412 -30.1674
H 13.8170 7.6205 -30.8618
C 6.2180 13.3622 -27.4695
C 6.1069 12.3496 -28.6288
O 6.5963 11.2637 -28.5758
C 5.4268 12.8140 -29.9210
H 6.8916 14.0796 -27.9382
H 6.6352 13.0288 -26.5194
H 5.2188 13.7976 -27.4524
H 5.9749 13.5871 -30.4595
H 4.4440 13.2340 -29.7070
H 5.3346 11.9637 -30.5966
```

Results
E_HOMO (spin up / spin down) = 0.39 / -4.22 eV
E_LUMO (spin up / spin down) = 1.98 / 1.94 eV
F_max = 0.0959 hartree/bohr
2S+1 = 2
⟨S²⟩ = 0.759
molar mass = 943.07 g/mol
total charge = -1

Density functional theory data (ωB97M-V/def2-TZVPD) for a molecular structure, C26H23Br2N3O2PtS2.

Geometry as XYZ:
```
59
Properties=species:S:1:pos:R:3
Pt 0.0400 0.1766 0.4416
S -5.2589 -2.1498 -0.7921
C -6.9082 -2.5896 -0.7803
C -7.6608 -1.7238 -0.0492
C -6.8817 -0.6913 0.5302
C -5.5512 -0.7906 0.2284
C -4.4680 0.0943 0.6606
C -3.1281 -0.2332 0.3680
N -2.1145 0.5230 0.7337
C -2.3390 1.6681 1.4173
C -3.6280 2.0831 1.7521
C -3.7935 3.3179 2.4731
C -2.7287 4.0667 2.8258
C -1.3885 3.6540 2.4959
C -0.2467 4.3905 2.8334
C 1.0143 3.9327 2.4972
C 1.0910 2.7119 1.8003
N 0.0251 2.0090 1.4584
C -1.2089 2.4596 1.7964
C 2.2346 4.6612 2.8411
C 2.3766 5.6571 3.7693
C 3.7026 6.1503 3.8481
C 4.5407 5.5214 2.9780
S 3.7365 4.3249 2.0661
C -4.6970 1.2663 1.3553
H -7.2392 -3.4581 -1.3256
H -8.7278 -1.8197 0.0776
H -7.3025 0.0815 1.1558
H -2.8728 -1.1211 -0.1957
H -4.7963 3.6348 2.7273
H -2.8627 4.9936 3.3672
H -0.3649 5.3318 3.3542
H 2.0502 2.2950 1.5234
H 1.5732 6.0200 4.3936
H 4.0183 6.9331 4.5199
H 5.5927 5.6973 2.8246
H -5.7056 1.5743 1.5967
Br 2.9733 0.5714 -0.7155
C 2.0467 1.4818 -2.1214
Br 0.1230 1.1776 -2.0226
H 2.3742 1.0852 -3.0739
H 2.2120 2.5481 -2.0353
O 0.4047 -1.7465 -0.2221
C -0.3309 -2.3598 -1.0667
O -1.3358 -1.9420 -1.6315
C 0.1732 -3.7736 -1.3880
N -0.7622 -4.3114 -2.4493
C -1.4565 -5.5350 -1.8967
C -1.3769 -5.3237 -0.3957
C 0.0251 -4.7439 -0.2102
H 1.1871 -3.7210 -1.7784
H -0.2920 -4.4970 -3.3322
H -1.4324 -3.5289 -2.5894
H -0.8820 -6.4040 -2.2119
H -2.4581 -5.5917 -2.3139
H -1.5243 -6.2548 0.1458
H -2.1430 -4.6167 -0.0707
H 0.7769 -5.5298 -0.2771
H 0.1645 -4.2257 0.7350
```

Results
E_HOMO (spin up / spin down) = -12.73 / -12.73 eV
E_LUMO (spin up / spin down) = -5.77 / -7.45 eV
energy above the lowest of the compared OMol25 structures with the same formula, charge and spin = 0.000 eV
F_max = 0.0076 hartree/bohr
2S+1 = 3
⟨S²⟩ = 2.006
molar mass = 828.51 g/mol
total charge = +2

Density functional theory data (ωB97M-V/def2-TZVPD) for a molecular structure, C31H48BF2N4O6P2Tb at a distorted geometry.

Geometry as XYZ:
```
95
Properties=species:S:1:pos:R:3
Tb 0.6662 0.6486 0.3939
C -0.9140 -0.0282 3.3141
N 0.3023 -0.6296 2.7429
C 1.4800 -0.2826 3.5565
C 2.7559 -0.7102 2.8608
C 3.9265 -0.8665 3.5844
C 5.0752 -1.2676 2.9240
C 5.0060 -1.5383 1.5653
C 3.7984 -1.3575 0.9233
N 2.6943 -0.9280 1.5429
C 0.1821 -2.0995 2.6559
C -0.1103 -2.6534 1.2856
C -0.3692 -4.0111 1.1611
C -0.6073 -4.5429 -0.0906
C -0.5982 -3.6922 -1.1888
C -0.3365 -2.3568 -0.9767
N -0.0837 -1.8352 0.2369
C -2.0652 -0.0276 2.3357
C -3.3539 -0.3399 2.7307
C -4.3837 -0.2521 1.8047
C -4.0892 0.1382 0.5082
C -2.7762 0.4224 0.1934
N -1.7826 0.3438 1.0815
H -0.6894 1.0078 3.5705
H -1.2128 -0.5349 4.2364
H 1.4327 -0.7483 4.5458
H 1.4907 0.7951 3.7216
H 3.9313 -0.6785 4.6526
H 6.0068 -1.3807 3.4635
H 5.8709 -1.8854 1.0147
H 3.6988 -1.5687 -0.1370
H -0.5843 -2.4504 3.3524
H 1.1180 -2.5516 2.9796
H -0.3817 -4.6400 2.0445
H -0.8034 -5.6014 -0.2103
H -0.7912 -4.0580 -2.1886
H -0.3247 -1.6621 -1.8059
H -3.5456 -0.6408 3.7529
H -5.4006 -0.4839 2.0937
H -4.8607 0.2222 -0.2458
H -2.5002 0.7302 -0.8106
C -1.2309 6.4919 -2.5023
C -1.2152 5.0770 -1.9890
C -2.2875 4.2055 -2.5980
O 0.1125 4.5004 -2.3621
P 0.8158 3.4409 -1.4760
O -0.1232 2.4502 -0.8357
C 1.9638 2.6096 -2.6140
P 1.2236 1.0196 -3.0398
O 1.1845 0.1913 -1.7820
O -0.2120 1.3083 -3.5586
C -0.6745 1.7539 -4.8963
C 0.1627 2.8942 -5.4311
C -0.7505 0.5636 -5.8249
O 1.9583 0.3514 -4.2279
C 3.0979 -0.5982 -4.1741
C 4.2422 -0.0029 -3.3805
C 2.6327 -1.9467 -3.6635
O 1.6289 4.1256 -0.3335
C 2.7271 5.1281 -0.3608
C 4.0527 4.4363 -0.5933
C 2.4682 6.2479 -1.3452
H -2.2235 6.9189 -2.3598
H -1.0007 6.5021 -3.5696
H -0.5095 7.1218 -1.9843
H -1.2836 5.0561 -0.9008
H -2.2507 4.2674 -3.6882
H -3.2656 4.5556 -2.2670
H -2.1670 3.1650 -2.2905
H 2.8974 2.4186 -2.0831
H 2.1483 3.2223 -3.4973
H -1.6776 2.1071 -4.6774
H 1.1815 2.5661 -5.6545
H 0.1885 3.7380 -4.7371
H -0.2846 3.2399 -6.3621
H 0.2427 0.2083 -6.0978
H -1.2704 0.8653 -6.7341
H -1.3104 -0.2532 -5.3682
H 3.3791 -0.6833 -5.2178
H 3.9605 0.1288 -2.3313
H 4.5571 0.9564 -3.7954
H 5.0960 -0.6797 -3.4167
H 2.4676 -1.9283 -2.5847
H 3.3963 -2.6916 -3.8900
H 1.7057 -2.2472 -4.1561
H 2.6949 5.5175 0.6511
H 4.1996 4.1896 -1.6485
H 4.1501 3.5352 0.0119
H 4.8516 5.1213 -0.3071
H 2.3920 5.8785 -2.3707
H 3.3085 6.9419 -1.3004
H 1.5610 6.7998 -1.1024
F 2.7887 2.9752 2.2664
B 2.0407 2.1668 1.5669
F 0.6217 2.2906 1.9459
```

Results
E_HOMO (spin up / spin down) = -13.32 / -13.28 eV
E_LUMO (spin up / spin down) = -4.74 / -4.31 eV
energy above the lowest of the compared OMol25 structures with the same formula, charge and spin = 0.070 eV
F_max = 0.0599 hartree/bohr
2S+1 = 7
⟨S²⟩ = 12.106
molar mass = 842.43 g/mol
total charge = +2

Density functional theory data (ωB97M-V/def2-TZVPD) for a single C5H12O2 molecule at a distorted geometry.

Geometry as XYZ:
```
19
Properties=species:S:1:pos:R:3
C 0.3412 -1.6315 1.9036
O 1.5920 -0.8153 2.1599
C -0.3630 -1.2220 0.5672
C -0.6841 0.2885 0.4259
C -1.3072 0.6859 -0.9663
C -0.4723 1.7114 -1.6833
O 0.7159 0.9528 -2.3344
H 0.6526 -2.7233 1.7730
H -0.3594 -1.4580 2.7910
H 2.1032 -1.1654 1.4707
H -1.2098 -1.9063 0.5308
H 0.2480 -1.4549 -0.3790
H 0.2223 0.8478 0.5885
H -1.2875 0.6099 1.2389
H -1.5527 -0.2320 -1.5499
H -2.2622 1.0768 -0.5854
H -0.4579 2.5528 -0.9036
H -0.9607 2.0630 -2.5308
H 1.3127 1.6964 -2.5303
```

Results
E_HOMO = -10.13 eV
E_LUMO = 0.92 eV
energy above the lowest of the compared OMol25 structures with the same formula, charge and spin = 2.406 eV
F_max = 0.0679 hartree/bohr
molar mass = 104.15 g/mol
total charge = 0

Density functional theory data (ωB97M-V/def2-TZVPD) for 2 unconnected molecules or ions with the total composition C3H5O2Si at a distorted geometry.

Geometry as XYZ:
```
11
Properties=species:S:1:pos:R:3
C 2.9648 0.3996 -0.0029
C 3.0487 -0.7986 -0.2853
C -2.8790 0.2159 0.2498
O -3.4882 1.2876 0.2784
O -3.3517 -0.9114 0.4023
Si -0.9526 0.1368 0.1538
H -0.9552 -0.2495 -1.4883
H 2.5956 1.3409 0.2737
H 3.1485 -1.8301 -0.4953
H 0.0989 1.4082 0.1646
H -0.2297 -0.9992 0.7491
```

Results
E_HOMO = -3.85 eV
E_LUMO = 3.56 eV
energy above the lowest of the compared OMol25 structures with the same formula, charge and spin = 2.154 eV
F_max = 0.0867 hartree/bohr
molar mass = 101.16 g/mol
total charge = -1

Density functional theory data (ωB97M-V/def2-TZVPD) for a molecular structure, C32H60IrN2O2P3 at a distorted geometry.

Geometry as XYZ:
```
100
Properties=species:S:1:pos:R:3
C 0.3401 -0.4641 -2.7796
C 2.1100 -1.3271 -1.4776
C 0.8650 -1.0734 -3.9204
C 2.7833 -1.7390 -2.6597
C 2.1501 -1.6085 -3.8768
H 0.2563 -1.0737 -4.8206
H 3.7268 -2.2586 -2.5574
H 2.6294 -1.9418 -4.7938
N 1.0064 -0.4894 -1.6149
P -1.3201 1.3950 -1.5111
P 1.3276 -1.4523 1.1717
C -1.0586 0.1426 -2.8295
H -1.2865 0.5388 -3.8336
H -1.7937 -0.6726 -2.6758
C -0.9787 0.8990 1.4176
O -1.8025 1.0188 2.2434
C 2.4160 -1.8580 -0.2135
H 3.3147 -2.4728 -0.1467
C 2.1443 -0.7621 2.8128
C 0.9800 -3.3288 1.3900
C -0.8564 3.0452 -2.3283
C -3.2164 1.3062 -1.3326
C 1.4541 0.5702 3.1379
H 0.4383 0.3890 3.5120
H 2.0150 1.0846 3.9283
H 1.4077 1.2327 2.2606
C 1.9220 -1.6514 4.0384
H 0.8534 -1.7808 4.2415
H 2.4225 -2.6224 3.9591
H 2.3451 -1.1345 4.9121
C 3.6441 -0.5944 2.5887
H 4.0877 -0.2067 3.5207
H 4.1347 -1.5530 2.3746
H 3.8688 0.1057 1.7794
C 0.0618 -3.5973 2.5780
H -0.7889 -2.9081 2.5549
H -0.3219 -4.6257 2.4987
H 0.5782 -3.5353 3.5403
C 0.2650 -3.7965 0.1163
H -0.6975 -3.2784 0.0091
H 0.8763 -3.6272 -0.7781
H 0.0905 -4.8811 0.2037
C 2.2808 -4.1435 1.5598
H 2.8296 -4.2367 0.6139
H 2.9566 -3.7261 2.3203
H 2.0010 -5.1668 1.8688
C -3.6928 2.4823 -0.4636
H -4.7721 2.3590 -0.2826
H -3.1882 2.4898 0.5136
H -3.5534 3.4553 -0.9516
C -3.5874 -0.0048 -0.6272
H -3.3403 -0.8870 -1.2316
H -3.0910 -0.1099 0.3415
H -4.6766 -0.0119 -0.4544
C -3.9673 1.2951 -2.6785
H -3.6542 0.4567 -3.3154
H -5.0365 1.1637 -2.4525
H -3.8729 2.2250 -3.2456
C 0.5243 2.8807 -2.9806
H 0.4806 2.1988 -3.8412
H 0.8646 3.8640 -3.3390
H 1.2740 2.5131 -2.2748
C -0.8411 4.1547 -1.2616
H -0.0476 4.0043 -0.5235
H -0.6738 5.1127 -1.7802
H -1.8068 4.2282 -0.7444
C -1.8319 3.4892 -3.4304
H -1.9754 2.7195 -4.2003
H -2.8023 3.8156 -3.0303
H -1.3841 4.3666 -3.9259
Ir 0.2489 0.6503 0.0741
N 1.4217 2.2511 0.0803
C 2.2055 3.1417 -0.0344
C 3.7356 3.3588 -0.3062
C 4.4607 2.0077 -0.2715
C 3.8852 4.0304 -1.6537
C 4.3346 4.3042 0.7092
H 4.6307 1.6981 0.7655
H 3.8621 1.2491 -0.8006
H 5.4440 2.0418 -0.7664
H 3.3822 5.0083 -1.6335
H 4.9401 4.2226 -1.8860
H 3.4580 3.4439 -2.4625
H 5.3818 4.5176 0.4596
H 3.7869 5.2487 0.7156
H 4.3149 3.8574 1.7032
C -4.9237 -3.1655 0.5909
P -3.6326 -2.7719 1.7915
C -4.3145 -1.5492 2.9415
C -3.3374 -4.2861 2.7314
O -2.3916 -2.2589 1.1255
H -5.5852 -3.9379 1.0016
H -4.4399 -3.5362 -0.3212
H -5.5063 -2.2662 0.3576
H -5.0608 -2.0121 3.5996
H -3.4941 -1.1328 3.5396
H -4.7840 -0.7370 2.3720
H -2.6472 -4.9276 2.1699
H -2.8957 -4.0421 3.7058
H -4.2895 -4.8089 2.8792
```

Results
E_HOMO (spin up / spin down) = -12.80 / -17.25 eV
E_LUMO (spin up / spin down) = -8.64 / -13.36 eV
energy above the lowest of the compared OMol25 structures with the same formula, charge and spin = 0.018 eV
F_max = 0.1068 hartree/bohr
2S+1 = 6
⟨S²⟩ = 8.805
molar mass = 789.98 g/mol
total charge = +3